A.
Formula: CH5NP2
Source: OMol25
Level of theory: ωB97M-V/def2-TZVPD

Properties
HOMO energy	-9.35	eV
HOMO-LUMO gap	10.148	eV
LUMO level	0.79	eV

```
9
CH5NP2, DFT ωB97M-V/def2-TZVPD
C 0.31633 1.82043 1.54829
N 1.35872 1.47127 1.17704
P 0.49742 -0.13498 -1.07188
P -0.59029 -1.06573 0.56024
H 1.99303 0.99263 0.56217
H 0.19273 0.99800 -0.37705
H -0.68874 0.04580 -1.75208
H -1.86490 -0.54491 0.33845
H -0.88662 -2.38626 0.01953
```

B.
Formula: CH5NP2
Source: OMol25
Level of theory: ωB97M-V/def2-TZVPD

Properties
HOMO energy (spin up / spin down)	-7.40 / -7.76	eV
HOMO-LUMO gap (spin up / spin down)	6.878 / 7.598	eV
LUMO level (spin up / spin down)	-0.52 / -0.16	eV

```
9
CH5NP2, DFT ωB97M-V/def2-TZVPD
C -0.74191 0.06641 -0.75952
N -0.67554 1.28248 -0.96277
P -1.87157 -1.11080 -0.05084
P 1.87480 -0.85769 -0.14662
H 0.11629 1.91554 -1.05821
H -1.25715 -2.10794 -0.71622
H -2.67192 -0.92757 -1.23989
H 2.06344 0.37679 0.47000
H 1.21217 -1.77403 0.74186
```

Computed relative energies in units of kJ/mol: A 0.0; B 121.5

A.
Formula: C4H12N4
Source: OMol25
Level of theory: ωB97M-V/def2-TZVPD

Properties
HOMO energy	-7.38	eV
HOMO-LUMO gap	8.028	eV
LUMO level	0.65	eV

```
20
C4H12N4, DFT ωB97M-V/def2-TZVPD
C 2.30242 -0.59052 0.65948
N 1.11452 -0.12613 -0.07388
N 1.47182 0.37198 -1.37445
H 0.34946 -0.83382 -0.26965
H 1.89695 1.28734 -1.23685
H 0.57180 0.51423 -1.83871
H 2.90664 0.27142 0.94279
H 2.88928 -1.26009 0.03238
H 1.97187 -1.11672 1.55357
C -1.55001 -0.33968 0.05342
N -2.05572 -1.32389 0.89412
C -0.03538 0.89214 0.73386
C -2.24738 0.13449 -0.99350
N -0.06060 2.13011 0.48178
H -1.37940 -1.88797 1.38279
H -2.86901 -1.84170 0.57744
H -0.07280 2.36909 -0.50865
H -0.03384 0.55817 1.76513
H -1.93850 1.03408 -1.51358
H -3.23212 -0.24255 -1.26751
```

B.
Formula: C4H12N4
Source: OMol25
Level of theory: ωB97M-V/def2-TZVPD

Properties
HOMO energy	-7.46	eV
HOMO-LUMO gap	8.401	eV
LUMO level	0.95	eV

```
20
C4H12N4, DFT ωB97M-V/def2-TZVPD
C 2.01011 1.28396 0.60526
C 1.55479 0.03468 -0.08874
N 1.43855 -1.07479 0.70355
N 1.34842 0.06469 -1.33986
H 0.82267 -1.79957 0.35594
H 1.40694 -0.93641 1.70052
H 1.07017 -0.83439 -1.72833
H 1.24807 1.61282 1.31107
H 2.93008 1.09183 1.15339
H 2.18191 2.06407 -0.12896
N -1.26560 -1.70950 -0.40862
N -1.46223 1.19867 -0.99704
C -1.85454 -0.73032 0.43126
C -1.87924 0.57987 0.18615
H -1.77756 -2.58296 -0.37464
H -1.22892 -1.37689 -1.36565
H -0.61932 0.79884 -1.40001
H -1.35266 2.19697 -0.89799
H -2.23702 -1.11339 1.36448
H -2.33463 1.23180 0.91823
```

C.
Formula: C4H12N4
Source: OMol25
Level of theory: ωB97M-V/def2-TZVPD

Properties
HOMO energy	-7.22	eV
HOMO-LUMO gap	8.232	eV
LUMO level	1.01	eV

```
20
C4H12N4, DFT ωB97M-V/def2-TZVPD
C -1.45278 -0.80436 -0.35639
C -0.29923 1.48127 -1.67000
N -0.01117 -0.45264 -0.29226
N 0.50698 0.80303 -0.68202
C 0.49281 0.04411 1.05291
N 0.71281 -1.57989 -0.90883
N -0.42062 0.91326 1.66689
C 1.47924 -0.60851 1.70736
H 0.89116 -2.24808 -0.16565
H 1.61327 -1.19832 -1.19025
H -0.38659 1.81453 1.19547
H -0.25109 1.00081 2.65943
H -2.03821 0.00146 0.07029
H -1.59556 -1.71216 0.22570
H -1.71937 -0.95530 -1.39796
H -1.30139 1.76890 -1.31682
H 0.24149 2.39264 -1.92213
H -0.38168 0.88975 -2.59024
H 1.76562 -0.24874 2.68189
H 2.15430 -1.30178 1.23262
```

Computed relative energies in units of kJ/mol: A 472.4; B 0.0; C 467.4

A.
Formula: C4H12N4
Source: OMol25
Level of theory: ωB97M-V/def2-TZVPD

Properties
HOMO energy	-8.20	eV
HOMO-LUMO gap	9.266	eV
LUMO level	1.06	eV

```
20
C4H12N4, DFT ωB97M-V/def2-TZVPD
C -2.84695 -0.21709 0.52039
C 0.19332 -0.14807 -0.37500
C 2.01521 -1.38781 0.43409
C 1.52296 1.82546 -0.13928
H -3.91446 0.17841 0.39493
H -2.39460 0.11107 1.57508
H -2.79838 -1.41906 0.59908
H -2.76986 -0.10587 -1.37806
H 0.94134 -1.67673 -1.26686
H 2.63461 -2.41757 0.16284
H 2.61217 -0.48644 0.65731
H 1.27208 -1.69025 1.31762
H -0.63334 1.56202 0.10365
H 2.40894 1.23687 0.04940
H 1.62557 2.08598 -1.23494
H 1.54936 2.77973 0.47159
N -2.07433 0.21127 -0.59791
N -0.95267 -0.62820 -0.76566
N 1.32777 -0.88451 -0.68862
N 0.28128 1.07078 0.16034
```

B.
Formula: C4H12N4
Source: OMol25
Level of theory: ωB97M-V/def2-TZVPD

Properties
HOMO energy	-8.62	eV
HOMO-LUMO gap	9.444	eV
LUMO level	0.82	eV

```
20
C4H12N4, DFT ωB97M-V/def2-TZVPD
N -1.95321 -2.79119 -0.89829
C -2.34205 -1.41120 -1.18683
C -1.76958 0.73766 -0.07549
C -2.11380 -0.53542 0.01072
H -2.14843 -3.37775 -1.69738
H -2.46159 -3.12744 -0.09143
H -3.39113 -1.32057 -1.50845
H -1.76466 -1.03824 -2.03302
H -1.55573 1.34269 0.79389
H -1.65778 1.21210 -1.04125
H -2.22978 -1.01736 0.97678
N 2.69820 2.14947 1.03179
C 2.14126 0.96824 0.50742
N 1.16581 0.39058 1.28311
N 2.38564 0.51862 -0.66941
H 3.09722 2.67016 0.26438
H 2.03842 2.75800 1.49511
H 0.76677 0.98965 1.99067
H 0.44656 -0.07722 0.74897
H 3.34731 0.74251 -0.92080
```

Computed relative energies in units of kJ/mol: A 172.2; B 0.0

A.
Formula: C4H12N4
Source: OMol25
Level of theory: ωB97M-V/def2-TZVPD

Properties
HOMO energy	-8.79	eV
HOMO-LUMO gap	9.516	eV
LUMO level	0.73	eV

```
20
C4H12N4, DFT ωB97M-V/def2-TZVPD
C 1.06927 -0.51624 -1.14540
C 1.18938 -1.99364 -1.50683
C -0.33470 0.02819 -1.53857
N -0.59019 0.83586 -2.46722
H 0.21123 1.38795 -2.77603
H -1.16174 -0.58933 -1.20198
H 1.81847 0.06586 -1.68900
H 1.25979 -0.35812 -0.08298
H 1.03886 -2.13198 -2.57679
H 2.17409 -2.37757 -1.24077
H 0.43979 -2.58466 -0.98127
C -0.79400 0.92586 1.64962
N -0.89269 1.72978 2.77130
N -0.77280 -0.42368 1.90114
N -0.66807 1.32897 0.44994
H -0.40649 -0.95492 1.11745
H -0.43623 -0.71200 2.80606
H -1.15936 2.68854 2.60405
H -1.31559 1.31879 3.58863
H -0.66902 2.33233 0.31865
```

B.
Formula: C4H12N4
Source: OMol25
Level of theory: ωB97M-V/def2-TZVPD

Properties
HOMO energy	-7.37	eV
HOMO-LUMO gap	8.500	eV
LUMO level	1.13	eV

```
20
C4H12N4, DFT ωB97M-V/def2-TZVPD
C -1.79335 -0.36000 1.87948
C 1.78627 -0.43390 -1.56691
N -1.09005 -0.14048 0.62504
N 0.29098 -0.52396 0.71243
C 1.29238 0.64429 -0.64649
N -1.64810 -0.85757 -0.46341
N 1.01713 1.84541 -1.27583
C 1.27288 0.54834 0.73450
H 0.45967 -1.22833 1.42611
H -1.96248 -1.79179 -0.18929
H -2.43220 -0.33184 -0.83117
H 1.26705 1.93193 -2.24923
H 0.77659 2.61454 -0.67147
H 1.00976 1.43164 1.31868
H -1.79015 -1.42314 2.18550
H -2.83642 -0.04946 1.75887
H -1.31502 0.23232 2.66382
H 1.17442 -0.49396 -2.46498
H 1.70913 -1.39926 -1.07416
H 2.81149 -0.21476 -1.87148
```

Computed relative energies in units of kJ/mol: A 0.0; B 336.7

A.
Formula: C4H2F2O
Source: OMol25
Level of theory: ωB97M-V/def2-TZVPD

Properties
HOMO energy	-8.66	eV
HOMO-LUMO gap	8.637	eV
LUMO level	-0.02	eV

```
9
C4H2F2O, DFT ωB97M-V/def2-TZVPD
C 1.52098 0.17547 -0.17618
C 1.49201 -0.18076 0.93223
C -1.30932 -0.83396 -0.36744
C -0.95697 0.35518 0.01012
O -1.24288 -1.90830 -0.80321
F -1.48515 1.08092 0.98596
F -1.04942 1.08103 -1.12850
H 1.58051 0.38833 -1.28883
H 1.45023 -0.15790 1.83585
```

B.
Formula: C4H2F2O
Source: OMol25
Level of theory: ωB97M-V/def2-TZVPD

Properties
HOMO energy (spin up / spin down)	-11.24 / -11.25	eV
HOMO-LUMO gap (spin up / spin down)	8.497 / 8.509	eV
LUMO level (spin up / spin down)	-2.75 / -2.75	eV

```
9
C4H2F2O, DFT ωB97M-V/def2-TZVPD
C 0.41182 -0.12558 -2.32420
C 0.37241 -0.30010 -1.01855
C -0.10301 0.58824 0.16099
C 0.23293 -0.80633 0.30930
O -1.31470 1.23097 0.21320
F -0.52442 -1.81114 0.69963
F 2.20495 -0.71040 1.15792
H 0.72475 1.33282 0.19333
H -2.00472 0.60152 0.60838
```

Computed relative energies in units of kJ/mol: A 0.0; B 221.3

A.
Formula: C4H2F2O
Source: OMol25
Level of theory: ωB97M-V/def2-TZVPD

Properties
HOMO energy	-8.50	eV
HOMO-LUMO gap	9.134	eV
LUMO level	0.63	eV

```
9
C4H2F2O, DFT ωB97M-V/def2-TZVPD
C 0.97660 0.61833 0.18132
C 0.56985 -0.74252 -0.10143
C 0.00689 1.49797 -0.11724
C -0.73624 -0.85687 -0.08518
O -0.64900 2.38260 -0.54925
F -1.29418 -2.05667 -0.27141
F -1.70138 -0.02875 0.18982
H 1.73788 1.00004 0.84135
H 1.08958 -1.81413 -0.08798
```

B.
Formula: C4H2F2O
Source: OMol25
Level of theory: ωB97M-V/def2-TZVPD

Properties
HOMO energy (spin up / spin down)	-10.15 / -11.57	eV
HOMO-LUMO gap (spin up / spin down)	5.859 / 7.580	eV
LUMO level (spin up / spin down)	-4.29 / -3.99	eV

```
9
C4H2F2O, DFT ωB97M-V/def2-TZVPD
C 0.66774 1.22537 2.72471
C 0.16977 0.43689 1.90826
C 0.04762 -0.26662 -0.40161
C -0.58214 0.09867 0.80824
O -0.66274 -0.82329 -1.33212
F -1.87754 -0.13605 0.93561
F 1.25007 0.66802 -2.09580
H 1.13319 -0.23997 -0.40304
H -0.14598 -0.96302 -2.14424
```

Computed relative energies in units of kJ/mol: A 0.0; B 522.5